Entry 1:
DFT (wB97M-V/def2-TZVPD) results for a structure of composition C27H33GeN2SSe2Te2W at a distorted geometry.

Geometry (Å):
W 0.375994 2.863325 -1.521344
Se 1.239561 2.574481 -3.640107
Te 3.043262 3.476454 -1.056051
Te 1.274913 5.382612 -0.433479
Se -0.895584 4.965068 -1.711299
S -2.294730 2.199847 -0.416479
C -2.832352 2.086108 -1.983770
N -4.138788 1.908938 -2.342718
C -4.528315 1.805538 -3.636394
C -3.601538 1.878735 -4.629942
C -2.265969 2.075006 -4.226742
N -1.914230 2.169744 -2.969136
H -4.823042 1.866904 -1.599322
H -5.587048 1.677317 -3.808980
H -3.879778 1.798186 -5.667746
H -1.457506 2.159049 -4.948495
C 0.518820 2.228848 0.500692
C 0.639654 1.801951 1.655991
C 0.770331 1.070670 2.802703
C -0.317785 0.136710 3.113607
C -1.646845 0.526804 2.923243
C -2.671619 -0.373181 3.145973
C -2.380970 -1.679913 3.518166
C -1.062930 -2.083809 3.678836
C -0.032152 -1.178556 3.492159
C 1.971074 1.166074 3.605892
C 2.033364 0.614994 4.894502
C 3.200454 0.701014 5.628093
C 4.314559 1.333960 5.088683
C 4.258052 1.907080 3.823047
C 3.092126 1.836939 3.089197
H -1.864183 1.544394 2.627268
H -3.699460 -0.058559 3.023371
H -3.183568 -2.387569 3.675806
H -0.836658 -3.106591 3.947552
H 0.995960 -1.500317 3.593858
H 1.156997 0.152634 5.327365
H 3.242871 0.285792 6.625319
H 5.228386 1.392254 5.664880
H 5.123030 2.411189 3.415011
H 3.033825 2.289105 2.106137
C -3.172939 -3.168855 -0.334893
C -2.649869 -2.868179 -1.732907
C -1.231030 -2.297846 -1.729832
C -1.144745 -0.930099 -1.041843
Ge 0.298752 0.213337 -1.774290
C 2.023505 -0.328625 -0.950929
C 2.419286 -1.791337 -1.221963
C 3.604511 -1.913120 -2.177641
C 3.280347 -1.456350 -3.594647
H -4.180975 -3.583939 -0.364575
H -3.198807 -2.266617 0.277719
H -2.528355 -3.893091 0.169001
H -3.316598 -2.151770 -2.227207
H -2.671301 -3.778483 -2.336904
H -0.873767 -2.230970 -2.761903
H -0.570000 -3.006741 -1.222697
H -0.974415 -1.029837 0.034653
H -2.100410 -0.412977 -1.141171
H 0.431228 -0.308896 -3.229666
H 1.949815 -0.128199 0.121656
H 2.797376 0.339822 -1.342156
H 1.579367 -2.350722 -1.645731
H 2.667206 -2.287504 -0.280639
H 3.944647 -2.951306 -2.197339
H 4.436383 -1.320174 -1.784230
H 2.456017 -2.039247 -4.010999
H 4.140888 -1.573301 -4.253109
H 2.985680 -0.404185 -3.621075

Cartesian forces (eV/Å) of the 2 atoms listed first:
W -1.024 -0.331 -0.855
Se -0.051 -0.113 0.789

For the total energy, the calculation gives -9038.966319 Ha. The net charge is +1. The calculation puts the energy above the lowest of the compared OMol25 structures with the same formula, charge and spin at 232.8 kJ/mol. The HOMO-LUMO gap (spin up / spin down) is 5.03 / 5.03 eV. The highest occupied orbital energy (spin up / spin down) comes out at -9.8 / -9.8 eV. As for the spin multiplicity: 1.


Entry 2:
DFT (wB97M-V/def2-TZVPD) results for a structure of composition C27H33GeN2SSe2Te2W at a distorted geometry.

Geometry (Å):
W 0.496145 0.696471 -0.161878
Se 1.481255 2.380487 1.089985
Te 0.058337 -0.245296 2.106286
Te -0.333629 -1.357109 4.484354
Se -0.526693 -1.588689 0.087335
S -1.763549 1.572863 0.234494
C -1.117142 3.063127 -0.287085
N -1.374843 4.227464 0.343763
C -0.716294 5.352957 -0.067365
C 0.060808 5.293386 -1.187721
C 0.220521 4.067478 -1.842734
N -0.315882 2.954434 -1.340463
H -1.886734 4.217306 1.215861
H -0.837924 6.232981 0.544104
H 0.583473 6.165922 -1.544913
H 0.813786 3.926084 -2.735907
C 2.395732 -0.425274 -0.154880
C 3.082675 -1.088462 0.628815
C 3.704709 -1.796568 1.653683
C 4.075021 -1.009195 2.808918
C 4.372783 0.362995 2.669438
C 4.558432 1.160363 3.778412
C 4.405350 0.625323 5.052189
C 4.112560 -0.723587 5.209885
C 3.969745 -1.542144 4.107084
C 3.714507 -3.234480 1.655416
C 4.665567 -3.943693 2.414519
C 4.591822 -5.316834 2.514091
C 3.573582 -6.010631 1.869325
C 2.658170 -5.327683 1.075563
C 2.737101 -3.957858 0.950751
H 4.494289 0.783456 1.679373
H 4.792349 2.207092 3.646975
H 4.492274 1.262947 5.920362
H 3.934343 -1.137190 6.192566
H 3.675537 -2.571573 4.251827
H 5.479266 -3.405688 2.881615
H 5.330288 -5.853370 3.093865
H 3.497435 -7.082893 1.980433
H 1.883361 -5.870532 0.554347
H 2.001535 -3.426744 0.359470
C -2.264032 -1.899991 -6.104011
C -2.689365 -0.552792 -5.528673
C -1.560534 0.165694 -4.785384
C -1.149429 -0.504069 -3.477526
Ge 0.447250 0.455172 -2.687979
C 2.058273 -0.580390 -3.344050
C 2.292461 -0.545809 -4.859195
C 3.278277 0.527546 -5.321262
C 2.859174 1.961229 -5.011119
H -3.045192 -2.288595 -6.756545
H -2.089549 -2.638985 -5.322322
H -1.354669 -1.794256 -6.697635
H -3.550630 -0.685046 -4.868951
H -3.000852 0.094011 -6.353316
H -1.879779 1.190121 -4.574028
H -0.693073 0.222899 -5.447841
H -0.863327 -1.544673 -3.646892
H -2.001409 -0.517849 -2.790329
H 0.418183 1.663159 -3.630211
H 1.895349 -1.614694 -3.021896
H 2.968198 -0.244089 -2.835637
H 1.341280 -0.416517 -5.382070
H 2.696045 -1.512918 -5.171550
H 3.392936 0.428457 -6.403538
H 4.253946 0.331538 -4.868123
H 1.857879 2.152921 -5.398872
H 3.555331 2.656938 -5.478672
H 2.865621 2.153074 -3.935404

Cartesian forces (eV/Å) of the 2 atoms listed first:
W 2.093 1.737 0.873
Se 0.755 0.454 -0.376

For the total energy, the calculation gives -9038.829438 Ha. The net charge is +1. The calculation puts the energy above the lowest of the compared OMol25 structures with the same formula, charge and spin at 592.2 kJ/mol. The HOMO-LUMO gap (spin up / spin down) is 4.34 / 4.34 eV. The highest occupied orbital energy (spin up / spin down) comes out at -9.6 / -9.6 eV. As for the spin multiplicity: 1.


Entry 3:
DFT (wB97M-V/def2-TZVPD) results for a structure of composition C27H33MoN7O3 at a distorted geometry.

Geometry (Å):
Mo 0.236636 -2.029846 1.102262
C 1.522381 -4.483675 -2.013610
C 1.639371 -3.333290 -1.038891
O 1.090182 -3.537353 0.122448
C 2.112111 -2.149199 -1.572397
C 2.397757 -0.991564 -0.723126
C 3.580061 -0.099809 -1.083301
N 1.710811 -0.795803 0.334729
N 2.058426 0.392535 1.069603
C 1.479870 0.262448 2.262118
O 0.749068 -0.779996 2.633851
C 1.520367 1.415919 3.242431
C 0.623733 1.404932 4.339748
C 0.589331 2.562510 5.142747
C 1.307635 3.738960 4.888066
C 2.031596 3.794011 3.672526
C 2.220911 2.586826 2.953016
H 0.881008 -5.182264 -1.625308
H 2.470005 -5.019198 -2.085530
H 1.195090 -4.165241 -2.992549
H 2.460632 -2.231354 -2.621808
H 4.179860 0.160198 -0.239002
H 3.098376 0.825107 -1.517366
H 4.121753 -0.523127 -1.909462
H 0.034062 0.529893 4.547564
H 0.040458 2.506812 6.119793
H 1.109029 4.659636 5.492508
H 2.529843 4.633372 3.395981
H 2.829596 2.506122 1.998487
O -2.140779 -0.473838 -0.140573
C -1.439566 -1.410933 0.153522
C -1.392086 -1.863376 -2.927937
C -1.512114 -3.314933 -2.384495
C -1.912031 -4.326827 -3.317875
C -2.157496 -5.587902 -2.873021
C -2.129863 -5.909856 -1.477787
C -1.845494 -4.870539 -0.565363
C -1.755213 -5.049589 1.020752
C -1.477747 -3.624090 -1.033712
N -1.203535 -2.685831 -0.068099
H -1.014756 -1.947327 -3.945773
H -0.741646 -1.241244 -2.296642
H -2.360329 -1.478493 -2.980087
H -1.922973 -4.051461 -4.376084
H -2.464565 -6.409740 -3.592165
H -2.276366 -6.952628 -1.290187
H -2.176378 -6.016937 1.252785
H -2.434585 -4.372412 1.557590
H -0.697581 -4.940572 1.258476
C 0.403115 4.555676 0.563751
N 0.376096 3.072949 0.571819
C 0.405195 2.567123 -0.796936
N -0.611042 3.178487 -1.660626
C -0.505118 4.634349 -1.572134
N -0.729256 5.118747 -0.199844
C -2.022840 4.591377 0.337604
N -2.090155 3.145395 0.317389
C -0.934039 2.620171 1.074895
C -1.892389 2.840762 -1.127764
H 1.344766 4.889992 0.125554
H 0.344273 4.841383 1.629925
H 0.232142 1.476458 -0.806873
H 1.354494 2.884340 -1.229633
H -1.186917 5.071912 -2.301599
H 0.513623 4.963216 -1.814914
H -2.787009 4.832772 -0.365190
H -2.158315 5.164870 1.220434
H -0.961316 1.533851 0.959245
H -1.021015 2.868106 2.107734
H -2.744934 3.293197 -1.686029
H -2.094207 1.725832 -1.215659

Cartesian forces (eV/Å) of the 2 atoms listed first:
Mo 1.185 0.440 0.572
C 1.997 0.793 0.048

As for the expectation value of S²: 2.02. For the total energy, the calculation gives -1725.770499 Ha. The net charge is 0. The calculation puts the energy above the lowest of the compared OMol25 structures with the same formula, charge and spin at 123.7 kJ/mol. The HOMO-LUMO gap (spin up / spin down) is 7.95 / 7.53 eV. The highest occupied orbital energy (spin up / spin down) comes out at -8.2 / -8.2 eV. As for the spin multiplicity: 3.